# 1
This record from the OMol25 dataset describes C4H17NO4 as an isolated structure at a distorted geometry. The level of theory is ωB97M-V with the def2-TZVPD basis set.

Results
electronic energy	-518.18296	a.u.
lowest unoccupied orbital energy	0.0	eV

The geometry in ORCA input format:
```
! wB97M-V def2-TZVPD RIJCOSX def2/J DEFGRID3
* xyz 0 1
C -13.74 -24.38 11.20
C -12.83 -23.27 10.65
C -13.45 -21.87 10.76
O -12.61 -20.83 10.32
C -13.40 -19.60 10.15
N -11.61 -23.24 11.44
H -14.09 -24.12 12.20
H -13.21 -25.30 11.44
H -14.55 -24.66 10.53
H -12.58 -23.56 9.62
H -13.72 -21.74 11.81
H -14.41 -21.77 10.25
H -12.84 -18.72 9.84
H -13.80 -19.41 11.15
H -14.26 -19.74 9.49
H -11.87 -23.42 12.40
H -11.24 -22.30 11.38
O -8.74 -17.74 11.54
H -9.60 -17.91 11.18
H -8.75 -16.81 11.77
O -12.22 -16.94 9.52
H -12.79 -16.73 8.78
H -11.33 -16.74 9.21
O -10.68 -18.01 11.00
H -11.08 -18.88 11.00
H -11.37 -17.43 10.67
*
```

These are the natural (NBO) partial charges, in e, on atoms 1 to 4:
1. C -0.622
2. C -0.074
3. C -0.069
4. O -0.565


# 2
This record from the OMol25 dataset describes an isolated ion of composition C9H12N and charge +1 at a distorted geometry. The level of theory is ωB97M-V with the def2-TZVPD basis set.

Results
electronic energy	-404.38589	a.u.
lowest unoccupied orbital energy (alpha / beta)	-6.4 / -6.4	eV

The geometry in ORCA input format:
```
! wB97M-V def2-TZVPD RIJCOSX def2/J DEFGRID3
* xyz 1 1
C 1.96 -1.54 0.05
C -3.84 0.21 -0.58
C -2.98 -0.86 -0.31
C 2.35 0.96 -0.39
C 1.09 0.45 0.49
C -0.64 -1.52 0.27
C 3.59 -0.03 -0.62
C -1.75 -0.36 0.21
C 0.75 -1.10 0.36
N 3.12 -1.17 -0.03
H -4.66 -0.08 -1.13
H -3.72 1.20 -0.25
H -3.05 -1.81 -0.66
H 1.80 1.21 -1.32
H 2.63 1.96 -0.14
H 1.31 0.60 1.51
H 0.28 1.04 0.23
H -1.01 -1.78 1.35
H -0.82 -2.33 -0.38
H 3.84 -0.01 -1.68
H 4.61 0.25 -0.05
H -1.69 0.50 0.84
*
```

These are the natural (NBO) partial charges, in e, on atoms 1 to 4:
1. C 0.491
2. C -0.078
3. C -0.293
4. C -0.418


# 3
This record from the OMol25 dataset describes a 5-piece molecular cluster, C12H32NO15S4 overall at a distorted geometry. The level of theory is ωB97M-V with the def2-TZVPD basis set.

Results
electronic energy	-3252.29826	a.u.
lowest unoccupied orbital energy	1.9	eV

The geometry in ORCA input format:
```
! wB97M-V def2-TZVPD RIJCOSX def2/J DEFGRID3
* xyz -1 1
N 2.00 -0.85 -1.00
O 0.91 -1.35 -1.04
O 2.82 -1.18 -1.81
O 2.32 -0.04 -0.12
O 7.49 5.62 -2.09
S 6.53 5.79 -0.99
O 6.48 4.92 0.15
O 6.87 7.20 -0.32
C 7.69 8.14 -1.11
C 7.73 9.50 -0.42
C 4.91 6.15 -1.62
H 7.45 8.19 -2.18
H 8.68 7.71 -0.98
H 7.92 9.44 0.65
H 6.73 9.86 -0.68
H 8.53 10.16 -0.75
H 4.51 5.20 -1.97
H 5.12 6.87 -2.41
H 4.29 6.60 -0.84
O -2.96 -8.65 0.57
S -2.45 -7.40 1.13
O -1.55 -6.68 0.28
O -3.71 -6.41 1.50
C -4.40 -5.94 0.37
C -4.53 -4.43 0.36
C -1.79 -7.64 2.86
H -5.39 -6.39 0.42
H -4.15 -6.27 -0.64
H -4.94 -4.00 1.28
H -5.26 -4.17 -0.40
H -3.57 -4.02 0.05
H -1.40 -6.70 3.25
H -1.04 -8.42 2.75
H -2.62 -7.98 3.47
O -1.03 0.96 6.55
S -0.69 -0.22 5.82
O 0.74 -0.55 5.56
O -1.44 -1.46 6.59
C -0.61 -2.49 7.13
C -1.57 -3.53 7.88
C -1.60 -0.52 4.25
H 0.02 -2.05 7.89
H 0.00 -2.99 6.38
H -1.23 -4.56 7.91
H -2.60 -3.51 7.52
H -1.69 -3.34 8.94
H -1.12 -1.39 3.81
H -1.40 0.42 3.73
H -2.69 -0.63 4.33
O -2.30 -1.74 -5.31
S -3.02 -0.50 -5.81
O -4.19 0.08 -5.07
O -1.92 0.67 -6.10
C -1.86 1.73 -5.10
C -2.61 2.85 -5.84
C -3.61 -0.74 -7.61
H -0.83 2.09 -5.02
H -2.22 1.44 -4.11
H -2.86 3.62 -5.11
H -3.52 2.53 -6.35
H -2.02 3.18 -6.69
H -4.27 0.08 -7.90
H -4.27 -1.61 -7.59
H -2.82 -0.66 -8.36
*
```

These are the natural (NBO) partial charges, in e, on atoms 1 to 4:
1. N 0.723
2. O -0.566
3. O -0.556
4. O -0.601


# 4
This record from the OMol25 dataset describes C4H11N3 as an isolated structure at a distorted geometry. The level of theory is ωB97M-V with the def2-TZVPD basis set.

Results
electronic energy	-323.16556	a.u.
lowest unoccupied orbital energy	0.9	eV

The geometry in ORCA input format:
```
! wB97M-V def2-TZVPD RIJCOSX def2/J DEFGRID3
* xyz 0 1
C -1.05 -0.46 -0.49
C -0.98 -0.55 0.92
C -1.92 0.59 -1.13
C 1.29 0.21 0.48
N 1.97 -0.99 0.79
N 0.72 0.22 -0.88
N 1.66 1.38 0.86
H -1.07 -1.40 -1.05
H 2.71 -0.86 1.47
H 1.34 -1.73 1.08
H 1.37 -0.23 -1.53
H 0.59 1.17 -1.24
H 2.23 1.36 1.71
H -1.05 -1.53 1.38
H -1.42 0.25 1.50
H -2.97 0.29 -1.07
H -1.66 0.73 -2.18
H -1.75 1.55 -0.62
*
```

These are the natural (NBO) partial charges, in e, on atoms 1 to 4:
1. C -0.019
2. C -0.750
3. C -0.647
4. C 0.615


# 5
This record from the OMol25 dataset describes C17H45F2FeO6 as an isolated structure at a distorted geometry. The level of theory is ωB97M-V with the def2-TZVPD basis set.

Results
electronic energy	-2589.57638	a.u.
lowest unoccupied orbital energy (alpha / beta)	0.2 / -1.6	eV

The geometry in ORCA input format:
```
! wB97M-V def2-TZVPD RIJCOSX def2/J DEFGRID3
* xyz 0 6
Fe 1.98 0.56 1.67
C 3.90 2.42 -1.79
C 2.58 2.30 -1.14
O 2.57 1.79 0.16
H 3.80 2.64 -2.85
H 4.54 1.54 -1.69
H 4.53 3.21 -1.39
H 1.90 1.72 -1.77
H 2.15 3.30 -1.12
F 0.33 -0.08 0.73
F 1.70 -0.50 3.34
C -3.21 2.13 -3.89
C -2.79 1.34 -2.67
C -1.43 1.69 -2.05
O -3.76 1.51 -1.66
H -3.67 3.11 -3.75
H -4.05 1.59 -4.32
H -2.43 2.14 -4.65
H -2.65 0.31 -3.00
H -1.03 0.92 -1.39
H -1.52 2.64 -1.51
H -0.63 1.84 -2.77
H -3.50 1.03 -0.87
C -0.46 -2.50 -3.52
C -0.45 -2.07 -2.08
C -0.15 -3.32 -1.21
O 0.57 -1.13 -1.93
H -1.23 -3.21 -3.83
H 0.48 -3.05 -3.65
H -0.46 -1.58 -4.10
H -1.43 -1.64 -1.86
H -0.29 -2.98 -0.19
H 0.83 -3.77 -1.40
H -0.83 -4.14 -1.43
H 0.45 -0.63 -1.12
C -2.69 -1.43 2.46
C -3.13 -1.04 1.08
C -4.61 -1.05 0.82
O -2.70 0.26 0.84
H -3.18 -2.32 2.84
H -2.93 -0.62 3.16
H -1.61 -1.57 2.48
H -2.67 -1.68 0.33
H -4.76 -0.50 -0.11
H -5.19 -0.64 1.65
H -5.01 -2.06 0.83
H -1.74 0.23 0.88
C 3.31 -3.45 0.64
C 3.76 -2.15 1.31
C 5.26 -1.89 1.13
O 3.06 -1.02 0.78
H 2.23 -3.56 0.50
H 3.64 -4.28 1.26
H 3.77 -3.52 -0.35
H 3.65 -2.20 2.39
H 5.48 -1.02 1.75
H 5.54 -1.69 0.09
H 5.83 -2.75 1.49
H 3.22 -1.05 -0.16
C -0.48 2.60 4.34
C -0.28 2.13 2.98
C -0.91 3.01 1.97
O 1.06 2.13 2.60
H 0.09 3.52 4.49
H -0.10 1.91 5.09
H -1.54 2.79 4.48
H -0.72 1.13 2.92
H -1.98 3.07 2.15
H -0.91 2.56 0.97
H -0.41 3.97 1.85
H 1.34 3.04 2.75
*
```

These are the Löwdin partial charges, in e, on atoms 1 to 4:
1. Fe 1.185
2. C -0.103
3. C -0.401
4. O -0.298


# 6
This record from the OMol25 dataset describes C37H36N4NiO4 as an isolated structure. The level of theory is ωB97M-V with the def2-TZVPD basis set.

Results
electronic energy	-3459.86841	a.u.
lowest unoccupied orbital energy (alpha / beta)	0.4 / 0.4	eV

The geometry in ORCA input format:
```
! wB97M-V def2-TZVPD RIJCOSX def2/J DEFGRID3
* xyz 0 3
Ni 0.90 -0.13 0.22
C 6.17 -4.47 0.35
O 5.23 -4.96 1.29
C 4.03 -4.34 1.38
C 3.17 -4.85 2.37
C 1.94 -4.27 2.52
C 1.50 -3.17 1.74
C 0.20 -2.61 1.97
C -0.76 -3.34 2.89
O -0.20 -1.54 1.49
C 2.38 -2.66 0.74
O 2.08 -1.69 -0.04
C 3.65 -3.28 0.58
H 7.06 -5.08 0.47
H 6.41 -3.42 0.54
H 5.79 -4.57 -0.67
H 3.50 -5.68 2.98
H 1.28 -4.67 3.28
H -0.84 -4.40 2.63
H -1.74 -2.87 2.82
H -0.42 -3.27 3.92
H 4.29 -2.89 -0.19
N 0.71 2.91 -1.37
C 1.95 2.32 -1.49
C 2.96 3.12 -2.06
C 4.21 2.60 -2.22
C 4.45 1.29 -1.82
C 3.41 0.57 -1.27
N 2.17 1.07 -1.10
C -0.46 2.53 -0.72
C -1.54 3.42 -0.81
C -2.71 3.11 -0.16
C -2.79 1.92 0.56
C -1.69 1.11 0.57
N -0.54 1.39 -0.06
H 0.68 3.86 -1.71
H 2.73 4.14 -2.34
H 5.00 3.21 -2.65
H 5.42 0.83 -1.93
H 3.53 -0.45 -0.94
H -1.43 4.34 -1.37
H -3.55 3.79 -0.22
H -3.69 1.63 1.08
H -1.68 0.18 1.13
C 1.69 0.67 2.03
C 1.74 2.11 2.08
C 0.64 2.88 2.52
C 0.61 4.25 2.40
C 1.71 4.94 1.87
C 2.85 4.21 1.52
C 2.87 2.84 1.63
C 1.65 6.35 1.67
N 1.60 7.49 1.48
H 1.02 0.23 2.77
H 2.68 0.20 2.05
H -0.22 2.36 2.93
H -0.26 4.80 2.72
H 3.72 4.74 1.15
H 3.76 2.29 1.34
C -7.20 0.34 -2.41
C -5.85 -0.25 -2.13
C -5.52 -0.74 -0.88
C -4.26 -1.29 -0.62
C -3.97 -1.86 0.75
C -3.32 -1.32 -1.64
C -1.94 -1.87 -1.42
O -0.97 -1.18 -1.25
C -3.63 -0.84 -2.92
C -2.61 -0.89 -4.03
C -4.89 -0.32 -3.14
H -7.85 0.27 -1.53
H -7.69 -0.18 -3.24
H -7.12 1.39 -2.68
H -6.25 -0.71 -0.08
H -4.53 -2.78 0.90
H -4.29 -1.16 1.53
H -2.92 -2.07 0.89
H -1.82 -2.97 -1.53
H -1.67 -0.43 -3.73
H -2.98 -0.37 -4.91
H -2.39 -1.92 -4.31
H -5.13 0.06 -4.13
*
```

These are the Löwdin partial charges, in e, on atoms 1 to 4:
1. Ni 0.594
2. C -0.083
3. O -0.074
4. C -0.281


# 7
This record from the OMol25 dataset describes a 2-piece molecular cluster, C5H3BrF3NO2 overall at a distorted geometry. The level of theory is ωB97M-V with the def2-TZVPD basis set.

Results
electronic energy	-3271.13544	a.u.
lowest unoccupied orbital energy	-0.1	eV

The geometry in ORCA input format:
```
! wB97M-V def2-TZVPD RIJCOSX def2/J DEFGRID3
* xyz 0 1
C 2.42 -1.48 -0.19
C 2.47 1.26 1.64
C 1.10 0.76 -0.32
C -0.18 -0.01 -0.27
C 2.42 2.35 2.66
N 1.69 1.18 0.71
O 2.20 -1.62 0.93
O 2.65 -1.41 -1.31
F 1.55 2.02 3.63
F 3.61 2.53 3.24
F 2.03 3.55 2.18
Br 1.65 1.45 -2.01
H -0.97 0.55 -0.79
H -0.47 -0.16 0.77
H -0.08 -0.97 -0.76
*
```

These are the natural (NBO) partial charges, in e, on atoms 1 to 4:
1. C 1.014
2. C 0.108
3. C 0.122
4. C -0.667


# 8
This record from the OMol25 dataset describes a 2-piece molecular cluster, C4H9N2O2 overall at a distorted geometry. The level of theory is ωB97M-V with the def2-TZVPD basis set.

Results
electronic energy	-417.70110	a.u.
lowest unoccupied orbital energy	2.4	eV

The geometry in ORCA input format:
```
! wB97M-V def2-TZVPD RIJCOSX def2/J DEFGRID3
* xyz -1 1
C -1.08 -0.39 0.61
N -1.74 -1.47 0.10
C -0.21 0.44 -0.41
C -0.42 -0.14 -1.81
N 1.20 0.30 -0.03
C 1.84 1.42 0.65
O 2.79 1.09 1.39
O 1.35 2.55 0.43
H -1.64 0.29 1.27
H -0.21 -0.93 1.35
H -1.64 -2.31 0.65
H 0.31 -0.97 2.04
H -0.50 1.50 -0.37
H -1.48 -0.04 -2.07
H 0.23 0.38 -2.53
H -0.18 -1.20 -1.77
H 1.38 -0.53 0.51
*
```

These are the natural (NBO) partial charges, in e, on atoms 1 to 4:
1. C 0.059
2. N -0.792
3. C -0.111
4. C -0.604


# 9
This record from the OMol25 dataset describes C17H54NO18Sr2 as an isolated structure at a distorted geometry. The level of theory is ωB97M-V with the def2-TZVPD basis set.

Results
electronic energy	-2150.71553	a.u.
lowest unoccupied orbital energy	-3.7	eV

The geometry in ORCA input format:
```
! wB97M-V def2-TZVPD RIJCOSX def2/J DEFGRID3
* xyz 1 1
Sr -4.70 1.82 -2.46
Sr -1.73 -0.76 -0.66
C -2.52 3.03 1.62
C -3.22 2.65 0.27
O -4.03 3.48 -0.22
O -2.83 1.70 -0.45
H -3.22 3.21 2.44
H -1.94 3.90 1.30
H -1.78 2.26 1.82
C -3.60 -2.10 -4.33
C -2.83 -1.21 -3.33
O -3.34 -0.30 -2.76
O -1.59 -1.50 -3.17
H -4.68 -1.94 -4.33
H -3.56 -3.12 -3.95
H -3.33 -1.98 -5.37
C -5.06 -3.41 1.01
C -3.96 -2.53 0.44
O -4.17 -1.30 0.52
O -2.83 -3.05 0.07
H -5.93 -3.23 0.38
H -5.26 -3.12 2.04
H -4.82 -4.45 1.20
C -0.09 -3.15 -5.78
O -0.20 -3.56 -4.39
H -1.03 -3.05 -6.32
H 0.58 -2.31 -5.97
H 0.51 -3.95 -6.21
H -0.73 -2.90 -3.95
C 3.43 -2.50 -2.54
O 2.67 -1.55 -1.81
H 3.30 -2.28 -3.60
H 4.47 -2.56 -2.22
H 2.99 -3.49 -2.42
H 3.04 -0.67 -1.85
O -2.54 -2.47 3.38
H -2.65 -3.38 3.13
H -3.10 -1.98 2.78
O 0.22 0.88 -0.75
H 0.47 1.45 -0.03
H 0.49 1.35 -1.54
O 0.61 0.35 -4.44
H -0.07 0.53 -5.09
H 0.33 -0.47 -4.03
O -2.27 2.78 -3.18
H -1.83 2.97 -2.35
H -1.83 3.35 -3.82
O -1.10 -0.49 2.06
H -1.31 -1.04 2.82
H -0.27 -0.08 2.28
O 0.27 -2.18 -0.57
H 0.24 -3.13 -0.69
H 1.14 -1.93 -0.88
O 1.27 2.74 -2.58
H 0.61 2.74 -3.27
H 1.55 3.65 -2.51
O -6.05 0.41 -0.80
H -5.57 -0.24 -0.29
H -6.81 0.63 -0.26
O -0.56 -4.60 -1.33
H -1.46 -4.27 -1.25
H -0.35 -4.51 -2.26
C 1.13 2.33 4.73
C 2.12 2.42 3.56
C 3.29 3.31 4.03
C 4.60 3.05 3.25
C 4.89 1.56 3.16
C 3.81 0.74 2.51
N 2.50 1.05 3.22
O 1.48 0.16 2.96
C 3.87 0.95 0.91
C 4.20 -0.81 2.83
C 1.46 3.07 2.36
H 0.83 3.17 5.35
H 1.47 1.61 5.47
H 0.19 1.99 4.29
H 2.92 4.33 3.97
H 3.41 3.08 5.09
H 5.38 3.58 3.79
H 4.44 3.45 2.25
H 5.34 1.34 4.13
H 5.81 1.54 2.58
H 3.70 2.01 0.72
H 4.71 0.56 0.33
H 2.94 0.70 0.40
H 4.20 -1.04 3.90
H 3.41 -1.44 2.42
H 5.14 -1.09 2.36
H 0.65 2.40 2.05
H 2.16 3.21 1.53
H 1.02 4.05 2.56
H 1.50 -0.43 3.71
*
```

These are the Löwdin partial charges, in e, on atoms 1 to 4:
1. Sr 1.713
2. Sr 1.596
3. C 0.031
4. C -0.704


> Which formula does entry 8 have?

C4H9N2O2